C15H60IO15PSi | ωB97M-V with the def2-TZVPD basis set

Its gap between HOMO and LUMO is 8.507 eV. Its net charge is 0. As for the LUMO energy: -0.054 eV. Its total energy is -2664.4017 Ha. The spin multiplicity is 1.

Atoms and positions in Å:
O 0.06324 2.11536 -0.88403
C -0.78897 2.26080 0.25761
C -1.26034 0.87619 0.74425
Si -0.65436 0.42776 2.46090
P 1.50798 -0.33394 2.32494
O 2.05209 0.68988 1.12974
I 2.35819 0.96190 4.20291
H -0.36691 2.53113 -1.63924
H -0.22890 2.79011 1.03068
H -1.64538 2.88736 0.00723
H -0.93111 0.13848 0.00669
H -2.35171 0.82791 0.80574
H -1.45681 -0.68526 3.03222
H -0.73645 1.61450 3.33671
H 2.17872 0.21009 0.30195
C -3.14721 4.11765 3.32033
O -2.93199 2.98979 2.48885
H -2.18475 4.37921 3.75430
H -3.52676 4.97646 2.75953
H -3.83811 3.89886 4.13909
H -3.77150 2.74002 2.08070
C 6.29484 -1.05625 4.99205
O 5.08522 -1.09886 5.72975
H 6.93714 -1.83761 5.39447
H 6.13460 -1.25375 3.92814
H 6.80994 -0.09699 5.09620
H 4.49949 -0.41669 5.38394
C -6.66889 2.99705 0.89533
O -5.25000 3.02490 0.78683
H -6.90044 2.92864 1.95580
H -7.12108 3.90811 0.49802
H -7.09766 2.13079 0.38722
H -5.00729 3.08194 -0.14135
C -1.66193 0.84756 -3.76640
O -2.54449 0.59114 -2.67820
H -2.27625 1.11190 -4.62371
H -0.99694 1.68993 -3.55529
H -1.05089 -0.02124 -4.02117
H -2.01177 0.37288 -1.90748
C 1.79385 -2.75138 5.79226
O 0.80056 -2.94327 4.77873
H 2.47930 -3.59210 5.74445
H 2.35676 -1.83109 5.63174
H 1.33494 -2.73470 6.78316
H 0.17730 -2.21381 4.83435
C -4.82952 -0.33615 -6.90809
O -3.50785 -0.10769 -6.44536
H -4.90903 0.14454 -7.88122
H -5.04337 -1.40142 -7.03032
H -5.57998 0.10014 -6.24304
H -3.40933 -0.53357 -5.58867
C -0.45707 0.12631 -7.90053
O 0.41544 -0.45562 -6.94342
H -1.21057 0.68243 -7.34726
H 0.06880 0.80364 -8.57903
H -0.97321 -0.63308 -8.49641
H 1.09548 -0.95904 -7.41000
C 1.05814 -5.98120 6.87284
O 2.17080 -5.47616 7.61371
H 0.90861 -5.31919 6.02299
H 1.24602 -6.99028 6.50542
H 0.14808 -5.97836 7.48004
H 2.29625 -6.05606 8.36883
C -0.16088 3.18359 -10.62643
O -0.20772 1.86229 -11.14181
H 0.85313 3.34166 -10.26480
H -0.37559 3.93315 -11.39309
H -0.85071 3.32342 -9.78939
H -1.09613 1.69094 -11.46413
C -0.33773 3.94260 6.40381
O -1.74906 3.79394 6.35262
H -0.14106 4.90634 6.86925
H 0.13737 3.16320 7.00567
H 0.11276 3.93866 5.40656
H -1.94557 2.94816 5.93968
C 0.30664 -8.93851 3.35641
O 0.26924 -7.91430 4.33702
H 0.82138 -9.78443 3.80749
H -0.69473 -9.26218 3.05894
H 0.86009 -8.63314 2.46428
H -0.17432 -7.14715 3.96486
C 3.97090 -2.13298 -7.78777
O 2.55344 -2.17758 -7.88700
H 4.24126 -1.08645 -7.66969
H 4.33325 -2.68738 -6.91932
H 4.45133 -2.51939 -8.68928
H 2.26951 -3.08966 -7.98775
C 4.78938 4.04083 2.37621
O 5.26484 2.90561 1.66945
H 5.64152 4.47596 2.89393
H 4.36542 4.79199 1.70369
H 4.03242 3.75908 3.11105
H 4.51667 2.49116 1.22912

Cartesian forces, eV/Å:
-0.106 0.052 -0.164
0.004 -0.066 -0.083
-0.061 0.074 0.047
-0.019 0.154 0.113
0.032 -0.134 -0.202
-0.131 0.113 -0.131
0.041 0.116 0.228
0.113 -0.057 0.141
0.035 -0.014 -0.015
-0.018 -0.029 0.064
-0.033 -0.070 0.088
0.027 0.007 -0.131
0.051 0.011 0.033
0.037 -0.064 0.040
0.089 0.018 0.023
0.053 -0.012 -0.010
-0.004 -0.225 -0.008
-0.028 0.059 0.033
-0.006 -0.022 -0.039
-0.002 0.005 0.008
-0.050 0.215 -0.102
0.026 -0.048 0.007
0.022 0.063 0.016
0.010 0.008 -0.017
-0.013 -0.001 0.000
-0.011 0.007 0.010
-0.015 -0.055 -0.026
-0.025 -0.015 0.046
-0.024 -0.034 0.001
-0.017 0.001 -0.010
0.017 0.008 -0.001
0.017 -0.007 -0.001
0.031 -0.016 -0.013
0.008 0.068 0.024
0.007 0.020 0.000
0.017 0.008 -0.006
0.041 -0.014 -0.052
-0.003 0.002 -0.018
0.009 -0.003 0.019
-0.143 0.031 -0.035
0.069 0.043 -0.031
-0.002 -0.001 -0.005
0.023 -0.028 0.015
0.086 -0.018 0.046
-0.039 -0.018 0.022
0.004 0.017 -0.039
-0.114 -0.029 0.053
-0.021 -0.008 0.003
0.015 -0.004 -0.006
0.009 0.014 0.005
0.037 -0.020 -0.001
0.062 0.005 0.097
-0.062 0.018 -0.051
-0.030 0.010 -0.053
0.001 -0.011 -0.014
-0.008 0.005 -0.009
0.080 -0.007 0.107
0.119 0.010 0.149
-0.149 -0.043 -0.047
0.002 -0.008 -0.009
-0.044 0.011 -0.048
-0.032 -0.008 -0.035
0.086 0.031 0.027
0.040 0.000 0.034
-0.017 0.018 -0.028
-0.010 0.019 0.003
0.001 -0.009 -0.012
-0.001 -0.015 0.004
-0.010 -0.017 0.001
0.009 0.047 0.007
0.052 -0.060 0.012
0.018 -0.007 -0.003
-0.012 -0.009 0.006
-0.011 -0.006 -0.009
-0.022 -0.002 -0.019
0.020 -0.024 0.012
-0.053 -0.030 -0.043
-0.005 -0.007 -0.021
-0.008 0.006 0.011
0.007 0.010 0.005
0.032 0.033 0.008
0.009 0.061 0.018
-0.054 -0.043 -0.068
0.018 -0.011 0.000
-0.010 -0.001 0.006
-0.011 0.002 -0.008
0.014 -0.018 0.009
-0.024 -0.107 -0.072
0.002 0.030 -0.042
-0.006 0.002 0.006
0.018 0.020 0.003
-0.029 0.046 0.083
-0.028 -0.041 0.045

---

C15H60InN30O15 | ωB97M-V with the def2-TZVPD basis set

Its gap between HOMO and LUMO is 3.539 eV. Its net charge is +3. As for the LUMO energy: -11.442 eV. Its total energy is -3568.2709 Ha. The spin multiplicity is 1.

Atoms and positions in Å:
In -0.32460 -0.29714 0.12204
C -2.66022 -1.96962 2.93829
O -1.77123 -1.40110 2.32095
N -3.26274 -1.49025 3.99500
N -3.18930 -3.07232 2.65873
H -3.12017 -0.53161 4.27919
H -3.88261 -2.11738 4.48752
H -3.18872 -3.48461 1.73671
H -3.59972 -3.46334 3.49465
C -0.91891 3.34939 -1.51894
O -0.99790 2.10283 -1.55164
N -0.98379 4.11689 -0.41144
N -0.72739 4.02917 -2.60638
H -0.80605 5.07918 -0.66148
H -1.27726 3.86835 0.52248
H -0.43791 3.47518 -3.39972
H -0.68520 5.03824 -2.61636
C 1.98663 2.72053 1.45134
O 1.91586 1.76626 0.74810
N 2.20769 2.85027 2.70865
N 1.68888 3.93448 1.01817
H 2.74816 2.11929 3.14873
H 2.26066 3.80354 3.03811
H 1.22988 4.08333 0.13089
H 1.70235 4.75569 1.60599
C -3.16383 -3.23574 -0.73419
O -2.47823 -2.26833 -0.49327
N -2.69840 -4.39269 -0.82661
N -4.43861 -3.23565 -0.48414
H -1.84248 -4.50139 -1.35168
H -3.38769 -5.09890 -1.04163
H -4.95588 -4.09670 -0.37871
H -4.88010 -2.45673 -0.01674
C 3.37349 -1.83552 0.65545
O 2.60747 -0.99855 0.31143
N 3.66610 -2.05085 1.91772
N 3.86276 -2.76717 -0.22224
H 4.08416 -2.92250 2.21026
H 3.43232 -1.35530 2.61173
H 4.51287 -3.44523 0.14886
H 3.47985 -2.78242 -1.15672
C 1.17130 1.25607 -3.53884
O 1.46247 0.81858 -2.46321
N 2.05989 1.77498 -4.22243
N 0.06396 1.08344 -4.10874
H 2.91203 1.82120 -3.68222
H 1.98258 2.23936 -5.11600
H -0.02659 1.05943 -5.11438
H -0.61381 0.55755 -3.57565
C 4.93111 0.78132 2.95456
O 4.04894 1.09875 3.64469
N 6.18223 0.62607 3.17072
N 4.78270 0.81669 1.67649
H 6.52019 0.59888 4.12212
H 6.89052 0.41620 2.48197
H 4.02527 1.20846 1.13528
H 5.68928 0.80676 1.23139
C -1.80821 1.75699 3.34990
O -1.17990 1.31082 2.38297
N -1.17346 2.32658 4.32195
N -3.10992 1.72436 3.41315
H -0.18210 2.45076 4.17398
H -1.70376 2.92900 4.93512
H -3.48176 2.53744 3.88297
H -3.64696 1.31917 2.65982
C -2.48692 -0.92138 -3.52327
O -1.70501 -0.63086 -2.70240
N -3.57545 -1.49393 -3.33296
N -2.39568 -0.83214 -4.79974
H -3.85759 -1.54514 -2.36452
H -4.27751 -1.64597 -4.04296
H -1.51483 -0.44489 -5.10671
H -3.15207 -1.15969 -5.38342
C -4.08932 3.34047 -3.83621
O -4.89320 3.56345 -4.75580
N -3.51174 2.17724 -3.63209
N -4.02963 4.20163 -2.80025
H -3.66364 1.44020 -4.30574
H -2.94444 2.09324 -2.80070
H -4.89878 4.70058 -2.67482
H -3.46282 4.24890 -1.96564
C 5.08723 1.28332 -2.46883
O 4.80027 2.19504 -3.25300
N 6.20448 0.67045 -2.37370
N 4.25042 0.66086 -1.66171
H 6.92206 1.10554 -2.93572
H 6.26272 -0.22475 -1.90967
H 4.53665 0.18588 -0.81758
H 3.29559 0.92725 -1.85515
C -3.84797 2.06917 -0.20917
O -2.88376 1.29390 0.00905
N -3.75784 3.27271 0.17083
N -4.89846 1.70971 -0.81726
H -2.89097 3.66121 0.51391
H -4.46423 3.99037 0.09284
H -5.73524 2.25093 -0.98154
H -4.62836 0.88661 -1.33654
C 0.23538 -4.09578 1.78290
O 0.24832 -2.93053 1.48108
N -0.79578 -4.78253 2.33741
N 1.28399 -4.89168 1.85529
H -0.84210 -5.76276 2.57633
H -1.67585 -4.31181 2.49236
H 2.11984 -4.37771 1.61592
H 1.19773 -5.88893 1.99003
C 1.58892 -2.75428 -2.64628
O 0.60774 -2.27151 -2.12005
N 1.73887 -3.97210 -2.80530
N 2.70873 -2.13626 -2.97446
H 2.66046 -4.35734 -2.95479
H 0.90966 -4.54763 -2.84085
H 2.60466 -1.13298 -3.02658
H 3.57890 -2.59407 -3.20536
C 0.93344 -0.73798 4.23382
O 1.16795 -0.62045 2.98770
N 1.83493 -0.51953 5.14293
N -0.13474 -1.27429 4.72549
H 2.72759 -0.27703 4.73743
H 1.57263 -0.61610 6.11349
H -0.26051 -1.42606 5.71606
H -0.68093 -1.89099 4.14116

Cartesian forces, eV/Å:
0.080 -0.058 0.669
1.982 4.347 -1.033
0.617 1.282 -0.883
-0.547 2.253 3.247
-2.282 -6.597 -1.802
0.087 -0.285 0.334
-0.158 1.025 0.278
0.092 -0.123 0.379
-0.653 -1.138 -1.215
-0.066 -2.703 1.959
0.321 0.133 0.419
0.065 1.201 0.239
0.564 1.047 -2.506
-0.225 0.147 1.044
0.772 -0.338 -0.446
-0.154 0.334 -0.249
0.011 -0.259 -0.390
-1.781 3.320 -0.226
-0.110 -4.291 -2.343
1.209 -1.201 4.604
-1.221 3.540 -3.080
0.217 -0.144 0.642
0.390 -0.649 0.448
0.391 -0.357 0.131
0.141 -0.285 -0.222
0.140 3.933 2.951
1.488 3.063 -0.468
2.924 -7.190 -2.425
-5.240 0.700 0.585
0.227 -0.025 0.331
0.429 -0.398 -0.113
0.013 0.151 -0.289
0.322 0.101 -0.235
0.081 -3.078 -0.430
-2.721 3.521 -1.890
1.219 -0.702 2.423
0.593 -0.060 0.483
0.114 0.425 0.115
-0.367 -0.186 -0.235
-0.074 -0.023 -0.666
0.253 0.048 0.337
-0.443 -1.370 0.418
0.308 -1.948 5.781
6.250 3.684 -3.464
-6.831 -0.966 -2.434
1.042 0.828 -0.850
-0.003 -0.166 0.273
0.225 0.343 0.212
-0.299 -0.117 0.220
1.003 1.231 -3.387
-4.573 0.324 6.028
5.580 -1.412 4.281
-0.018 -0.453 -6.499
-0.023 0.009 -0.061
-0.433 0.025 0.214
-0.390 -0.186 0.484
-0.774 0.179 -0.933
1.795 -1.405 -3.719
1.072 -0.582 -0.932
1.317 1.654 2.510
-3.448 0.269 0.772
-0.046 0.191 0.215
0.590 -0.082 0.321
-0.769 -0.433 0.030
0.321 0.277 -0.154
0.314 -0.344 -1.979
4.226 2.293 3.888
-8.115 -3.783 4.686
3.224 2.157 -5.324
-0.376 -0.268 -0.177
0.135 -0.010 0.489
-0.540 -0.367 -1.047
0.940 0.359 -0.444
-3.735 0.656 -1.638
1.491 -0.365 0.807
1.673 -1.783 0.101
-0.379 2.424 1.713
0.403 0.210 0.160
0.207 -0.726 -0.334
0.260 0.371 -0.491
0.259 -0.787 -0.599
-2.007 0.990 -0.850
-0.100 -0.304 0.431
5.506 -0.459 -0.940
-3.564 0.074 1.077
0.627 -0.763 0.247
0.486 0.424 -0.464
-0.442 0.147 -0.381
-0.545 -0.385 1.155
4.132 -2.884 1.336
-0.419 -0.446 0.028
0.503 6.746 2.564
-3.492 -2.673 -2.384
-0.669 -0.734 0.025
-0.270 -0.459 -0.239
0.364 -0.138 -0.283
-1.271 -0.188 -0.312
-1.101 -1.857 1.824
-0.015 1.526 -1.043
-3.141 0.425 0.293
2.929 0.072 -1.065
0.670 0.252 -0.174
0.477 -0.049 -0.227
0.394 -0.949 -0.130
0.531 0.423 -0.031
0.630 4.048 1.387
-2.321 1.670 0.595
-0.355 -8.889 -0.970
1.427 3.597 -0.330
-0.642 -0.376 -0.470
0.512 -0.321 0.335
0.744 0.183 0.313
-0.438 0.321 -0.481
1.057 -0.670 -3.681
-0.230 0.356 1.195
2.244 1.265 0.786
-4.447 -1.781 0.837
0.347 0.650 0.976
0.907 0.102 -0.175
0.272 0.037 -0.224
0.129 0.606 -0.157

---

no.,molecular weight (g/mol)
1,666.59
2,1015.66